Entry 1:
Entry from the Open Molecules 2025 dataset: a 2-piece molecular cluster, C2H8NOS2 overall (wB97M-V/def2-TZVPD).

Geometry as XYZ:
```
14
Properties=species:S:1:pos:R:3:forces:R:3:mulliken_charge:R:1
C -1.248 -1.175 -0.227 0.798 -1.520 1.193 -0.600
C -1.706 0.205 0.017 1.237 3.039 1.299 0.603
N 2.597 0.618 0.317 -2.478 -1.431 1.402 -0.528
O -0.909 1.153 0.156 -1.297 -2.037 -0.647 -0.543
S 0.492 -1.400 -0.758 -0.150 0.957 -0.037 -0.330
S -3.435 0.433 0.331 0.403 -0.607 -0.404 -0.155
H -1.756 -1.687 -0.987 -1.258 -0.356 -1.192 0.420
H -1.459 -1.822 0.673 0.510 0.786 -0.641 0.372
H 3.141 0.327 1.116 0.319 -0.459 0.349 0.370
H 3.243 0.681 -0.459 -0.277 0.780 -0.402 0.373
H 2.058 1.428 0.689 0.724 -0.041 -1.259 0.392
H 1.736 -0.200 0.134 1.596 1.234 0.056 0.212
H 0.492 -0.289 -1.565 -0.094 -0.717 0.190 0.227
H -3.247 1.726 0.561 -0.033 0.372 0.093 0.186
```
Forces are in eV/Å.

Its HOMO energy is -13.5 eV. Its LUMO energy is -3.526 eV. Its charge is +1. Its total energy is -27404.723 eV. The max |F| comes out at 3.529 eV/Å.

---

Entry 2:
Entry from the Open Molecules 2025 dataset: a 2-piece molecular cluster, C2H8NS overall (wB97M-V/def2-TZVPD).

Geometry as XYZ:
```
12
Properties=species:S:1:pos:R:3:forces:R:3:mulliken_charge:R:1
S 2.927 -0.540 -1.890 -3.243 0.631 1.048 -0.852
H 4.092 -0.763 -2.265 3.140 -0.621 -0.987 -0.111
C -0.919 -0.160 -0.689 -2.691 -2.416 -0.749 -0.670
N -1.365 0.389 0.663 2.967 -0.599 -4.153 -0.227
C -0.175 0.461 1.452 0.764 -0.235 -1.339 -0.824
H -1.113 0.544 -1.566 0.908 -0.580 1.329 0.214
H 0.100 -0.690 -0.667 -1.229 1.622 0.035 0.198
H -1.569 -1.092 -1.013 0.749 1.567 0.700 0.214
H -2.269 0.326 1.052 -0.561 -0.585 0.141 0.171
H 0.072 -0.471 1.962 0.467 -0.253 -0.124 0.231
H -0.498 1.136 2.143 0.328 2.212 2.753 0.366
H 0.717 0.861 0.816 -1.598 -0.743 1.346 0.290
```
Forces are in eV/Å.

Its HOMO energy is -2.4 eV. Its LUMO energy is 3.892 eV. Its charge is -1. Its total energy is -14528.076 eV. The max |F| comes out at 5.140 eV/Å.

---

Entry 3:
Entry from the Open Molecules 2025 dataset: a 2-piece molecular cluster, C2H8NS overall (wB97M-V/def2-TZVPD).

Geometry as XYZ:
```
12
Properties=species:S:1:pos:R:3:forces:R:3:mulliken_charge:R:1
S -3.165 0.732 -0.324 -0.081 0.134 -0.142 -0.886
H -3.643 1.606 -1.238 0.079 -0.150 0.150 -0.065
C 0.059 -1.159 0.560 0.613 0.064 0.697 -0.952
C 0.455 0.199 0.008 -0.123 -0.518 -0.872 -0.144
N 1.893 0.472 0.049 0.586 -0.175 0.422 -0.687
H 0.628 -2.016 0.186 -0.029 0.194 -0.477 0.298
H -1.003 -1.289 0.361 -0.050 -0.132 0.198 0.231
H 0.289 -1.157 1.635 -0.411 -0.062 -0.050 0.251
H -0.081 0.932 0.602 0.042 0.255 -0.137 0.293
H 0.074 0.258 -1.017 -0.195 0.225 0.121 0.228
H 2.077 1.437 -0.152 -0.129 0.505 0.073 0.220
H 2.418 -0.016 -0.668 -0.302 -0.340 0.017 0.213
```
Forces are in eV/Å.

Its HOMO energy is -2.5 eV. Its LUMO energy is 4.015 eV. Its charge is -1. Its total energy is -14529.840 eV. The max |F| comes out at 1.022 eV/Å.

---

Taking the records one at a time from the top gives energy above the lowest of the compared OMol25 structures with the same formula, charge and spin values of 0.541, 2.018, 0.254 eV.
Taking the records one at a time from the top gives Kohn-Sham gap values of 9.982, 6.339, 6.523 eV.